# 1
Below is a 2-piece molecular cluster, C6H13N overall, with properties calculated with ωB97M-V with the def2-TZVPD basis set.

```
20
Properties=species:S:1:pos:R:3:forces:R:3
N 3.19116 -0.36241 1.56522 0.4 -0.2 -0.2
C -0.47659 0.28387 0.87229 0.5 0.3 1.2
C 1.78883 -0.49524 1.67119 0.2 -4.9 -2.5
C -1.23833 1.09810 -0.13971 1.1 1.0 -0.1
C -2.08405 -0.73902 -1.70343 1.3 0.0 0.3
C -1.19425 0.52599 -1.55505 -1.3 -0.6 -0.8
C 0.86536 0.21949 0.87578 -2.3 3.5 -1.0
H -0.17368 0.24962 -1.82719 0.1 0.1 0.2
H 1.36893 -1.55140 0.45234 1.8 1.3 2.9
H 1.49015 -1.10592 2.52183 -0.5 0.5 0.2
H -0.98380 -0.11022 1.74874 -0.4 -0.5 -0.4
H -0.74631 2.08366 -0.26054 -0.1 -0.2 0.4
H -1.43131 -1.54942 -1.36462 -0.5 -0.3 0.3
H 1.30422 0.95576 0.19216 0.4 -0.7 -0.3
H 3.73120 0.35538 2.01153 -0.3 0.2 0.1
H -2.22191 1.34600 0.25991 -0.3 -0.3 -0.4
H -1.50039 1.26100 -2.30998 0.0 0.2 0.3
H -2.95787 -0.65124 -1.05935 -0.1 -0.2 -0.2
H -2.35055 -1.01829 -2.72298 -0.1 0.4 0.0
H 3.61920 -0.79569 0.77185 0.1 0.3 -0.1
```
Positions in Å, forces in eV/Å.

Summary:
HOMO (eV): -7.62
Gap between HOMO and LUMO (eV): 7.9
Energy relative to the best compared isomer or geometry (same formula, charge and spin) (eV): 4.037
Electronic energy (eV): -7918.796
LUMO (Eh): 0.011

---

# 2
Below is a 2-piece molecular cluster, C7H7I2NO overall, with properties calculated with ωB97M-V with the def2-TZVPD basis set.

```
18
Properties=species:S:1:pos:R:3:forces:R:3
I -5.15756 0.76676 0.78078 1.3 -0.3 -0.5
I -2.20055 -3.35710 0.46911 0.2 0.3 -0.1
O -1.07888 -1.00529 -2.17633 0.3 0.2 -0.1
N 1.27254 -0.27363 -1.08762 0.0 -0.6 -0.4
C 1.97614 0.88967 0.90341 -0.9 -2.2 2.3
C -2.19302 -0.01396 -0.33975 -2.3 0.6 0.2
C 2.42932 0.08857 -0.32355 1.2 2.8 -2.3
C -3.29270 0.38090 0.01894 -0.6 0.1 0.5
C 0.20278 -0.01263 -0.45588 0.6 0.9 0.9
C 0.39247 0.58356 0.96337 2.3 2.0 -2.5
C -1.05681 -0.40373 -0.99187 0.5 -0.5 0.1
H 2.16851 1.93592 1.05527 0.0 0.5 -0.8
H -1.99381 -1.15930 -2.40489 -0.5 -0.2 -0.3
H 2.94523 -0.75757 -0.00515 0.7 -1.9 0.5
H 2.43369 0.43009 1.82966 -0.3 0.4 -1.0
H 3.19453 0.52793 -1.12429 -1.5 -0.2 2.0
H -0.00236 -0.13457 1.57526 -0.2 -2.1 2.2
H -0.03955 1.51439 1.31353 -0.8 0.2 -0.8
```
Positions in Å, forces in eV/Å.

Summary:
HOMO (spin up / spin down) (eV): -7.42 / -9.36
Gap between HOMO and LUMO (spin up / spin down) (eV): 4.5 / 8.1
Energy relative to the best compared isomer or geometry (same formula, charge and spin) (eV): 1.295
Electronic energy (eV): -27106.609
LUMO (spin up / spin down) (Eh): -0.107 / -0.048

---

# 3
Below is an isolated ion of composition C2H6NO2 and charge +1, with properties calculated with ωB97M-V with the def2-TZVPD basis set.

```
11
Properties=species:S:1:pos:R:3:forces:R:3
O 0.08795 -0.03404 1.82918 0.9 -1.2 0.6
O 0.48281 -1.31641 -0.01604 0.4 -0.8 0.7
N -0.57354 0.38418 -1.66109 0.6 1.5 -0.3
C -0.11615 0.94046 -0.35585 1.0 -0.5 0.9
C 0.27909 -0.29525 0.55639 -1.8 2.3 -1.5
H 0.14906 0.89773 2.07595 -0.1 0.0 -0.1
H -0.13352 0.92818 -2.40914 0.0 -0.3 -0.1
H 0.78415 1.53385 -0.51418 -0.1 0.0 -0.1
H -1.57048 0.53376 -1.80282 -0.2 -0.7 0.1
H -0.85276 1.56092 0.14126 -0.3 0.0 -0.3
H -0.22888 -0.58588 -1.72145 -0.4 -0.3 0.1
```
Positions in Å, forces in eV/Å.

Summary:
HOMO (eV): -15.93
SMILES: [NH3+]CC(=O)O
Gap between HOMO and LUMO (eV): 11.9
Energy relative to the best compared isomer or geometry (same formula, charge and spin) (eV): 0.641
Electronic energy (eV): -7749.264
Net charge: +1
LUMO (Eh): -0.147

---

# 4
Below is C30H45NO3P2SSn as an isolated structure, with properties calculated with ωB97M-V with the def2-TZVPD basis set.

```
83
Properties=species:S:1:pos:R:3:forces:R:3
Sn 0.22215 0.40384 -2.43380 0.2 3.4 3.7
S 1.45080 2.53880 2.33927 -0.3 -0.1 0.4
P -3.62506 -1.26374 -3.12646 2.5 1.0 0.1
P 3.65166 2.35266 -1.71838 0.6 -1.2 -0.9
O 1.86971 3.81834 1.81658 -0.2 -0.7 0.0
O -1.02323 0.53676 0.39324 0.1 0.1 -0.4
O 2.38424 1.85543 3.21971 -0.4 0.2 -0.7
N 0.89652 1.53899 1.17952 -0.5 -0.7 -0.8
C 0.00177 -1.59576 -5.14520 -0.3 -0.3 0.2
C -1.97749 -3.36269 2.20583 -0.4 0.0 -0.3
C -0.74410 -2.73069 2.71274 -0.2 0.0 0.2
C -1.81673 -1.13690 4.44710 -0.3 -0.2 0.2
C 0.69178 -1.42980 3.95472 0.2 -0.1 0.0
C -1.06573 1.99090 2.37189 -1.1 0.0 0.7
C 1.79757 2.16893 -1.77902 -1.5 0.7 1.0
C -0.67796 -1.73933 3.72884 0.1 0.2 0.0
C -0.79526 1.51568 -5.03762 -0.1 0.4 0.3
C -2.54387 -2.53212 -2.32027 -0.5 -0.5 0.2
C 3.88133 0.85715 -0.67004 0.4 -0.3 -0.1
C -2.40205 1.99937 2.79608 0.3 0.0 -0.3
C 0.89385 -0.94661 -4.09901 1.8 1.1 -2.4
C 0.98411 -4.10545 1.37033 0.0 -0.1 -0.4
C -0.44124 3.42459 4.24944 -0.3 -0.2 -0.2
C -1.37456 0.84689 -3.76425 -2.0 -0.2 -0.4
C 0.72446 1.34099 -5.26272 0.7 0.5 0.8
C -0.43525 1.28373 1.21823 2.2 0.4 0.0
C -1.78153 3.43725 4.66895 0.3 -0.2 -0.4
C -3.63301 -0.00284 -1.78750 -0.5 -0.2 0.1
C -0.12546 2.69190 3.10642 -0.3 0.6 0.9
C -1.52022 -1.41258 -5.09373 -0.9 -0.2 -0.7
C 0.58524 -3.04913 2.31999 0.3 0.0 0.1
C -2.75070 2.73130 3.93751 0.1 0.0 0.0
C 1.23119 -0.49843 4.95455 -0.3 0.3 0.4
C -2.19163 -0.36449 -4.17733 -2.6 -0.4 -0.7
C 1.47396 -2.22465 3.06825 -0.1 -0.1 0.1
C 2.94347 -2.22394 3.00012 0.4 0.1 -0.3
C 4.02619 3.68574 -0.50988 -0.8 0.0 0.2
C 1.40080 0.38122 -4.30511 1.5 -2.9 -3.2
H -2.06541 3.99915 5.55710 0.0 -0.1 -0.2
H -2.24667 -2.26137 -1.30331 0.0 0.0 -0.1
H 4.36685 0.10456 -1.30614 0.0 0.0 0.4
H -1.32872 1.16437 -5.93247 0.0 -0.1 0.5
H -1.62045 -1.10159 5.52675 -0.1 0.0 -0.2
H -3.00921 0.05902 -4.81663 0.9 0.3 0.1
H -3.79035 2.75992 4.26762 0.3 0.0 -0.1
H -1.00751 2.59724 -4.97791 0.2 -0.5 0.1
H 0.34076 3.96621 4.77974 -0.3 -0.1 -0.1
H 0.41675 -0.01120 5.50454 0.3 -0.1 -0.1
H 1.37511 3.00437 -2.36239 -0.4 -0.5 -0.1
H 1.91385 -3.83683 0.85649 -0.2 -0.1 0.1
H 3.72481 3.43960 0.51684 0.1 0.2 -0.4
H -4.38212 -0.35234 -1.06291 0.2 0.4 0.0
H 1.82922 0.28823 4.47225 0.0 -0.2 0.0
H 2.44665 0.59379 -4.06293 -0.4 0.1 0.6
H 1.19910 2.33051 -5.16266 0.1 -0.5 -0.1
H -1.65813 -2.75976 -2.91982 -0.1 0.0 0.1
H 3.28931 -2.66355 2.05790 0.0 0.1 0.3
H -1.99964 -0.10683 4.10805 0.1 -0.2 0.1
H 1.15879 -5.06392 1.88568 0.0 0.2 -0.1
H -3.16284 -3.44112 -2.28974 0.5 0.0 0.2
H 3.52013 4.59982 -0.83302 0.2 0.0 0.2
H -1.95866 -2.39889 -4.87607 0.1 0.4 -0.1
H -2.72969 -1.71804 4.27715 0.2 0.2 0.1
H -2.81257 -2.65005 2.22699 0.2 -0.2 0.0
H 1.45568 2.24374 -0.72724 -0.3 -0.1 -0.5
H -2.67512 0.15680 -1.26438 -0.3 -0.1 -0.2
H 0.34377 -1.30752 -6.15578 0.2 0.2 0.6
H 1.51658 -1.66917 -3.55779 0.2 0.5 0.2
H -1.84519 -3.71435 1.17528 -0.1 0.0 0.3
H -3.13233 1.43650 2.21313 0.0 0.2 0.2
H 0.19097 -2.68118 -5.08509 0.1 0.5 0.1
H 3.38672 -2.80696 3.82266 -0.1 0.1 -0.1
H 0.20132 -4.27635 0.62143 0.2 0.0 0.1
H -1.85099 -1.21303 -6.12908 0.2 -0.1 0.4
H 4.51249 1.08818 0.20009 -0.2 -0.2 -0.3
H 0.90364 1.02745 -6.30489 0.1 -0.2 0.4
H -3.98886 0.92835 -2.23704 -0.1 0.0 0.3
H 5.11410 3.83680 -0.56543 -0.3 -0.1 -0.1
H 2.89870 0.50134 -0.33442 0.4 0.0 0.2
H 3.33325 -1.19928 3.07359 -0.1 -0.2 0.0
H 1.87746 -1.01861 5.68012 -0.1 0.1 -0.3
H -2.27078 -4.23212 2.81613 0.1 0.2 -0.1
H -1.96653 1.57680 -3.20140 -0.1 -0.3 -0.1
```
Positions in Å, forces in eV/Å.

Summary:
HOMO (eV): -13.13
Gap between HOMO and LUMO (eV): 3.8
Energy relative to the best compared isomer or geometry (same formula, charge and spin) (eV): 0.918
Electronic energy (eV): -74693.807
Net charge: +2
LUMO (Eh): -0.341

---

# 5
Below is C26H36BBr42N2O6 as an isolated structure, with properties calculated with ωB97M-V with the def2-TZVPD basis set.

```
113
Properties=species:S:1:pos:R:3:forces:R:3
Br 0.63043 -8.18379 1.64765 0.1 0.0 0.2
Br 3.17015 -3.81477 -2.72219 0.1 0.2 0.0
Br 1.30261 3.82207 7.07307 0.2 0.1 0.1
Br 6.24043 -3.20945 -3.40870 -0.3 0.1 0.1
Br 0.53710 -9.18949 4.68661 0.2 0.2 -0.3
Br 3.41589 6.94642 -7.01271 -0.2 -0.2 0.1
Br -2.85517 -10.62296 4.08123 -0.1 0.0 0.2
Br 4.36100 7.07061 2.70414 -0.3 -0.2 0.0
Br 1.55075 6.97992 1.16663 0.1 -0.1 0.1
Br -4.30220 -3.48326 -1.31845 -0.7 -1.0 -1.2
Br -7.06716 0.58333 -2.49358 -0.1 0.0 0.1
Br 1.93335 0.95781 11.65695 0.1 0.2 0.2
Br 0.13318 1.06815 -8.11837 -0.3 0.1 0.1
Br -0.94974 3.10429 -5.89508 -0.2 -0.4 -0.1
Br 4.40113 -0.91197 -2.14889 0.3 -0.2 -0.1
Br -4.76776 -2.31293 -5.79923 0.0 0.0 -0.1
Br 5.54248 -0.64676 -7.15089 -0.3 0.1 0.1
Br -4.67243 -11.50150 6.56329 0.2 0.2 -0.1
Br 8.59521 10.27711 5.75903 -0.1 -0.2 -0.1
Br 4.45185 2.64739 12.68073 -0.2 -0.1 0.0
Br -5.57406 -6.36069 -1.94697 0.2 0.2 0.0
Br 1.99759 5.22153 3.81064 0.0 0.1 -0.2
Br 3.15277 -7.72187 3.56713 -0.2 -0.1 -0.1
Br 1.33066 4.85925 -8.24820 0.2 0.1 0.2
Br 2.65471 5.00113 9.72456 0.0 -0.1 -0.2
Br 7.20746 9.05566 3.14574 0.1 0.0 0.2
Br -2.04335 -9.74445 7.06133 -0.2 -0.1 -0.1
Br 0.10039 -2.67528 1.47030 0.4 -0.3 1.2
Br -1.89940 0.04687 -5.86914 0.1 0.2 -0.1
Br -3.25783 -2.11447 -8.62637 -0.3 -0.1 0.1
Br 6.85584 7.59722 5.97343 0.1 0.2 -0.1
Br -2.48659 -5.79775 -2.58381 -0.2 0.2 0.1
Br 2.47411 -1.25358 -6.46136 0.2 0.0 0.1
Br -8.13466 2.71777 -0.35611 0.0 -0.3 -0.1
Br -6.20211 -3.36088 -8.46414 0.2 0.2 0.2
Br 0.57926 -4.52680 4.03954 0.1 0.2 -0.2
Br 4.22416 5.13212 6.93722 -0.2 -0.1 0.1
Br 1.52754 3.29515 13.80787 0.2 -0.2 -0.1
Br 3.70010 1.64959 -5.88902 0.0 -0.2 -0.1
Br 2.96059 -2.70914 2.91648 -0.3 -0.1 -0.1
Br 1.82472 4.95464 -5.07861 0.2 0.2 -0.1
Br -9.23495 -0.28745 -0.30558 0.2 0.1 -0.1
O -5.99684 -0.25484 1.34967 1.0 -1.4 -0.8
O -5.19673 -2.31801 2.25530 1.4 0.7 -2.0
O -3.73122 3.33721 1.11036 -0.6 1.6 -0.3
O -3.54879 1.97286 1.09725 1.0 -1.5 -0.9
O 4.29400 2.94507 1.22484 -1.3 0.2 -0.4
O 2.30531 2.72709 0.16354 1.0 -1.5 0.2
N -1.80753 -1.43033 -0.75433 -0.2 0.4 0.8
N -3.28462 0.10241 -0.22309 0.0 0.1 -0.7
C 8.01860 8.66718 4.85838 0.1 0.0 0.1
C 3.75901 0.08395 -7.02003 0.1 0.1 0.0
C -0.63754 -2.09263 -1.38667 -0.2 -1.1 -2.0
C 1.77404 5.96994 -6.72852 0.1 0.1 -0.1
C -3.49460 -10.14948 5.84334 -0.1 0.0 0.0
C -1.34129 1.54151 -6.96515 0.0 0.2 0.0
C 1.65374 -8.86676 3.14346 0.0 -0.1 0.2
C -3.70398 -1.04877 0.45953 2.4 -2.0 -0.3
C -3.92282 1.43674 -0.19114 -0.5 0.3 0.7
C 2.82433 5.99425 2.24127 0.1 -0.1 -0.1
C 4.45860 -2.47832 -3.28129 0.1 0.0 -0.2
C 1.84356 1.64039 -0.65591 -1.3 -1.6 -0.3
C -2.71253 -2.04647 0.12524 -0.9 3.4 0.7
C 3.33340 2.25276 0.99155 1.8 0.0 0.8
C -2.16494 -0.13172 -0.94233 -0.6 -0.9 0.8
C 2.49618 5.15929 7.80545 0.1 0.1 0.1
C -4.96457 -2.08177 -7.71487 0.0 0.0 -0.2
C 0.72051 1.00346 -2.98671 -0.2 0.1 -0.2
C -8.56601 1.15462 -1.40600 -0.1 0.1 0.1
C -4.26391 -5.04474 -2.47506 -0.4 -0.3 -0.2
C 1.38135 -3.72984 2.47642 0.2 -0.3 0.3
C 0.99396 -0.50510 -2.66534 -0.6 -0.9 -1.0
C -0.29395 -1.45512 -2.79115 0.9 0.2 0.4
C 2.71686 1.92680 13.13595 0.0 0.0 0.0
C 3.32438 0.82707 1.64063 -1.8 -0.2 -1.1
C 0.99176 2.07828 -1.87918 0.3 1.4 0.2
B -4.97933 -1.24220 1.39718 -1.6 0.8 1.0
H -1.65465 0.61504 -1.57943 -0.3 -0.7 0.6
H -2.66239 -3.08218 0.48883 0.5 1.0 -0.3
H -9.36395 1.43508 -2.08534 0.1 -0.1 0.1
H -2.99731 3.73838 0.60134 0.0 -0.4 0.3
H 1.53120 2.94256 -2.36258 -0.5 -0.8 0.5
H 1.45149 -0.75489 -1.68286 -0.2 0.6 -0.7
H -2.17749 1.79572 -7.60777 0.1 -0.1 0.1
H -4.07965 -9.24294 5.73532 0.1 -0.1 0.0
H 3.67258 0.04548 0.90892 -0.2 0.8 0.6
H 1.69757 -4.54332 1.83091 -0.1 0.1 0.0
H -0.35695 1.10587 -3.30666 1.0 -0.1 0.2
H -3.53138 2.05118 -1.04077 -0.2 -0.5 0.7
H 0.02095 2.52390 -1.51821 0.9 -0.4 -0.2
H 3.94326 0.76177 2.55881 -0.5 0.5 -0.7
H 0.25726 -2.18396 -0.70148 -1.3 0.6 -1.2
H -5.03536 1.36802 -0.20229 0.9 -0.2 -0.3
H -4.53076 -4.70982 -3.47275 0.1 0.0 0.1
H -6.58956 -0.56791 0.63515 -0.2 0.5 0.5
H 4.17388 -2.15721 -4.27976 0.0 -0.1 0.2
H 3.18342 5.16984 1.63228 0.0 0.1 0.1
H -1.16743 -0.92113 -3.24908 0.7 -0.5 0.5
H 1.30900 1.28803 -3.90163 -0.5 -0.3 0.9
H 3.47213 0.40288 -8.01675 0.0 -0.1 0.1
H -0.03971 -2.28336 -3.50468 -0.3 0.6 0.8
H 0.98084 6.70258 -6.62625 0.1 -0.1 0.0
H -5.39054 -1.09681 -7.87228 0.1 -0.1 0.1
H 2.06121 -9.82462 2.83859 -0.1 0.1 0.0
H 1.70681 -0.89139 -3.44415 -0.5 0.5 0.9
H -0.97658 -3.14480 -1.60401 0.2 0.9 0.5
H 1.19093 0.96841 -0.01939 0.6 0.5 -0.5
H 2.86854 1.21402 13.93899 0.0 0.1 -0.1
H 2.24168 0.57566 1.82621 1.1 0.0 0.3
H -4.53717 -2.99071 1.99981 -0.4 0.0 0.8
H 8.90648 8.07595 4.66317 -0.1 0.1 0.0
H 2.68303 0.98347 -1.01002 -0.5 0.9 0.3
H 2.05220 6.12768 7.60105 0.0 -0.1 0.0
```
Positions in Å, forces in eV/Å.

Summary:
HOMO (eV): -11.06
Gap between HOMO and LUMO (eV): 8.1
Electronic energy (eV): -2985259.342
Net charge: +1
LUMO (Eh): -0.110